i:
A cluster of 3 separate species, C8H13N2O in total, computed with ωB97M-V with the def2-TZVPD basis set.

The calculation puts the HOMO-LUMO gap (alpha / beta) at 7.725 / 7.724 eV. As for the net charge: +1. The molar mass is 153.2 g mol⁻¹.

Each line ends with the Löwdin charge.
Element x y z (Å)
C 4.016 -0.588 -0.157  -0.03
C 3.734 -0.654 1.260  -0.01
C 3.084 -0.224 -1.098  -0.03
C 2.420 -0.254 1.632  0.03
C 1.791 0.320 -0.727  0.00
C 1.517 0.377 0.616  -0.20
C -1.818 2.143 0.780  0.13
C 0.241 0.832 1.108  0.12
N -1.396 -0.424 -1.049  -0.01
N -4.604 -0.889 -0.385  0.03
O -0.645 1.655 0.976  0.04
H 4.994 -0.885 -0.467  0.11
H 4.478 -0.950 1.966  0.10
H 3.159 -0.370 -2.154  0.11
H 2.261 -0.141 2.733  0.13
H 0.930 0.356 -1.418  0.11
H -1.261 0.351 -1.754  0.05
H -2.449 1.349 0.393  0.09
H -1.991 3.140 1.153  0.11
H -2.493 -0.480 -0.998  0.02
H -1.240 -1.359 -1.468  0.04
H -5.065 -0.467 0.350  -0.01
H -4.502 -1.869 -0.077  0.05
H -5.161 -0.968 -1.215  0.03



ii:
A cluster of 2 separate species, C8H13N2O in total, computed with ωB97M-V with the def2-TZVPD basis set.

The calculation puts the HOMO-LUMO gap at 8.171 eV. As for the net charge: +1. The molar mass is 153.2 g mol⁻¹.

Each line ends with the Löwdin charge.
Element x y z (Å)
C -1.420 -0.866 -3.585  -0.09
C -2.298 -1.856 -1.691  -0.13
C -0.591 -0.067 -2.831  -0.10
C -1.368 -1.153 -0.944  -0.10
C 2.911 0.790 1.596  0.06
C 0.694 1.399 0.560  0.01
C -0.544 -0.061 2.637  0.01
C 1.428 0.634 1.595  -0.22
N -2.322 -1.661 -2.968  0.08
N -0.540 -0.239 -1.495  0.02
O 0.915 -0.018 2.576  0.07
H -1.345 -0.733 -4.681  0.13
H -3.021 -2.648 -1.418  0.13
H 0.110 0.626 -3.323  0.12
H -1.154 -1.247 0.134  0.09
H 3.234 0.904 0.653  0.06
H 3.417 -0.015 1.987  0.08
H 3.242 1.636 2.186  0.14
H 1.417 1.985 0.001  0.10
H 0.058 0.701 -0.122  0.09
H 0.102 2.135 1.107  0.12
H -1.144 0.615 1.992  0.11
H -0.797 0.130 3.702  0.13
H -0.983 -0.992 2.332  0.09



iii:
The ion C8H13N2O with charge +1, computed with ωB97M-V with the def2-TZVPD basis set.

The calculation puts the HOMO-LUMO gap at 10.147 eV. As for the net charge: +1. The molar mass is 153.2 g mol⁻¹. The structure (SMILES) is CC1=[N+]2NC(=O)C[C@@H]2CCC1.

Each line ends with the Löwdin charge.
Element x y z (Å)
C -0.367 -1.109 -0.112  -0.21
C 3.159 -0.011 -0.132  -0.41
C -1.504 -0.239 -0.453  -0.09
C 2.328 1.282 -0.318  -0.02
C -1.480 0.918 0.535  -0.14
C -0.145 1.735 0.319  -0.05
C 0.916 0.878 -0.482  -0.28
C -0.480 -2.543 0.190  0.02
N 2.238 -1.032 0.148  0.23
N 0.797 -0.492 -0.115  0.06
O 4.337 -0.233 -0.084  0.14
H -1.209 0.106 -1.515  0.18
H -2.494 -0.640 -0.230  0.14
H 2.533 2.015 0.500  0.16
H 2.729 1.910 -1.051  0.12
H -2.332 1.546 0.454  0.11
H -1.484 0.593 1.565  0.12
H -0.372 2.567 -0.314  0.12
H 0.438 2.049 1.206  0.13
H 0.738 0.739 -1.554  0.17
H -0.239 -2.688 1.347  0.17
H 0.265 -3.254 -0.215  0.11
H -1.448 -2.860 -0.013  0.07
H 2.457 -2.009 0.165  0.15



Least stable of them? i.